No. 1
Here is a structure of composition C25H47Br2NO3RhSi2 at a distorted geometry from the Open Molecules 2025 dataset. Energies are from ωB97M-V/def2-TZVPD.

Calculated values
* charge: +1
* energy above the lowest of the compared OMol25 structures with the same formula, charge and spin: 3.6 kcal/mol
* HOMO (alpha / beta): -0.4091 / -0.4104 hartree
* electronic energy: -193158.6943 eV
* spin multiplicity: 5

Each line ends with the Mulliken spin population.
CARTESIAN COORDINATES (ANGSTROEM)
O (2.7624, 0.8805, -0.1292)  -0.007
O (3.4423, -1.9135, -1.1482)  -0.001
C (2.1733, 2.0819, -0.6798)  0.011
C (1.6411, 3.1401, 0.2823)  -0.018
H (1.3787, 1.8005, -1.4025)  -0.003
H (2.9898, 2.5245, -1.2748)  0.000
H (0.6481, 2.8668, 0.6666)  0.022
H (1.5503, 4.0669, -0.3000)  0.001
H (2.3165, 3.3583, 1.1180)  0.000
C (2.2900, 0.4318, 1.1712)  0.010
C (3.4329, 0.3237, 2.1654)  0.003
H (1.8071, -0.5403, 0.9948)  -0.005
H (1.5102, 1.0961, 1.5932)  0.000
H (4.1520, -0.4474, 1.8793)  0.000
H (3.0356, 0.0763, 3.1583)  0.000
H (3.9723, 1.2733, 2.2485)  0.000
C (3.6073, -3.3054, -0.8294)  0.001
C (4.4961, -1.3145, -1.9047)  0.000
C (3.9746, -3.4751, 0.6269)  0.000
H (4.3509, -3.7887, -1.4960)  0.000
H (2.6253, -3.7775, -1.0000)  0.000
H (4.9705, -3.0653, 0.8337)  0.000
H (3.9729, -4.5475, 0.8404)  0.000
H (3.2300, -2.9829, 1.2669)  0.000
C (5.8312, -1.3840, -1.1966)  0.000
H (4.1784, -0.2725, -2.0572)  0.000
H (4.5591, -1.8001, -2.8981)  0.000
H (5.7426, -0.9637, -0.1885)  0.000
H (6.5632, -0.8098, -1.7706)  0.000
H (6.1927, -2.4155, -1.1236)  0.000
H (1.6617, -0.5068, -1.0935)  -0.016
Rh (-2.1174, 1.0236, 0.6923)  2.114
C (0.7805, -1.1446, -1.3435)  -0.173
Si (0.8129, -1.6689, -3.1573)  0.005
H (0.8229, -2.0102, -0.6738)  0.002
H (-0.1202, -0.5868, -1.0645)  0.123
C (1.6960, -0.3246, -4.1446)  0.000
C (-0.9479, -1.9657, -3.7367)  0.001
C (1.6397, -3.3294, -3.4262)  0.001
C (-1.8917, 1.1317, -1.1431)  0.636
Si (-3.6558, 1.8481, -0.8138)  0.043
H (-1.9833, 0.2687, -1.8336)  -0.092
H (-1.0882, 1.8337, -1.4368)  0.046
C (-4.4690, 0.8531, -2.2093)  0.052
C (-3.5543, 3.6878, -1.0764)  0.005
C (-4.9165, 1.5633, 0.5962)  0.108
H (1.7399, -3.5473, -4.4977)  0.000
H (1.0291, -4.1269, -2.9786)  0.000
H (2.6418, -3.3696, -2.9863)  0.000
H (1.0874, 0.5927, -4.1699)  0.000
H (1.8518, -0.6611, -5.1817)  0.000
H (2.6792, -0.0788, -3.7144)  0.000
H (-1.6659, -1.2416, -3.3352)  -0.005
H (-1.2584, -2.9768, -3.4317)  0.000
H (-0.9902, -1.9225, -4.8337)  0.000
H (-2.7841, 3.9440, -1.8098)  0.000
H (-3.3499, 4.2484, -0.1568)  -0.002
H (-4.5243, 4.0202, -1.4608)  0.004
H (-4.6922, 2.1106, 1.5222)  -0.014
H (-5.0470, 0.5034, 0.8513)  -0.003
H (-5.8700, 1.9367, 0.2000)  0.017
H (-5.5276, 1.1243, -2.2939)  0.009
H (-4.4168, -0.2268, -2.0152)  -0.008
H (-3.9766, 1.0433, -3.1709)  -0.001
Br (-1.4035, 4.6094, 4.2057)  0.042
C (-2.2298, 2.9218, 4.3842)  0.178
C (-3.0378, 2.5968, 5.4700)  -0.081
C (-3.6563, 1.3502, 5.5862)  0.224
Br (-4.7806, 0.9689, 7.0754)  0.045
C (-3.4531, 0.3304, 4.6074)  -0.012
C (-3.9522, -0.9898, 4.6162)  0.059
C (-3.7857, -1.7961, 3.5035)  -0.015
C (-3.1084, -1.3103, 2.3748)  0.036
N (-2.6295, -0.0593, 2.3649)  0.140
C (-2.6807, 0.7100, 3.4752)  0.006
C (-2.0459, 1.9794, 3.3301)  0.170
O (-1.4373, 2.2119, 2.2144)  0.341
H (-3.1799, 3.3458, 6.2367)  0.002
H (-4.4521, -1.3433, 5.5158)  0.006
H (-4.2190, -2.7932, 3.4480)  0.000
H (-2.9415, -1.8949, 1.4734)  -0.012


No. 2
Here is a cluster of 14 separate species, C7H38O14 in total at a distorted geometry from the Open Molecules 2025 dataset. Energies are from ωB97M-V/def2-TZVPD.

Calculated values
* energy above the lowest of the compared OMol25 structures with the same formula, charge and spin: 113.8 kcal/mol
* HOMO: -0.3099 hartree
* electronic energy: -36537.6032 eV

Each line ends with the natural charge from an NBO analysis.
CARTESIAN COORDINATES (ANGSTROEM)
C (2.8796, 2.5066, -2.1896)  -0.616
C (1.7756, 1.4422, -2.1536)  -0.442
C (0.9698, 1.2566, -0.8645)  -0.195
C (0.3784, 0.0677, -0.7720)  -0.222
C (-0.1214, -0.4491, 0.4734)  -0.336
C (-1.2648, -1.1156, 0.4009)  0.340
O (-1.6852, -1.4739, -0.9171)  -0.791
C (-2.1552, -1.7548, 1.3184)  -0.728
H (2.6251, 3.5971, -1.9640)  0.203
H (3.2555, 2.3827, -3.1464)  0.217
H (3.6370, 2.2400, -1.4027)  0.213
H (1.0849, 1.5111, -3.0022)  0.183
H (2.1735, 0.3633, -2.4311)  0.211
H (1.0332, 2.0678, -0.0528)  0.213
H (0.2945, -0.7551, -1.5207)  0.213
H (0.3879, -0.1642, 1.4493)  0.273
H (-2.6407, -1.7620, -1.0534)  0.510
H (-1.8449, -1.8421, 2.3768)  0.275
H (-2.3988, -2.7439, 1.0125)  0.236
H (-3.1400, -1.3480, 1.5256)  0.228
H (-0.8580, 1.4098, 4.4745)  0.486
H (-1.5824, 1.5851, 3.1358)  0.486
O (-1.4795, 0.9328, 3.8426)  -0.965
H (2.3017, 3.2057, 2.5563)  0.481
H (0.8186, 2.7132, 2.8251)  0.518
O (1.8088, 2.4111, 2.9263)  -1.001
H (-0.5123, 0.1683, -4.5901)  0.482
H (-1.6281, -0.7329, -4.0870)  0.485
O (-1.4574, 0.1062, -4.4782)  -0.905
H (-1.4554, 0.8056, -3.0253)  0.487
H (-1.7424, 0.3237, -1.5165)  0.493
O (-1.6492, 1.0825, -2.0695)  -1.022
H (0.3860, 3.4361, -1.7449)  0.457
H (-0.7080, 2.6052, -2.3870)  0.511
O (-0.4621, 3.5376, -2.0482)  -0.962
H (-1.5370, 3.8158, 2.7066)  0.496
H (-0.5977, 3.5171, 1.6222)  0.504
O (-0.5425, 3.6168, 2.5966)  -1.001
H (-0.8554, -4.1288, 1.8144)  0.492
H (0.3850, -3.9232, 0.8165)  0.509
O (-0.5985, -4.0876, 0.8611)  -1.021
H (-0.9105, -0.8481, 4.1159)  0.491
H (0.4466, -1.3840, 3.4162)  0.497
O (-0.3037, -1.5137, 4.0194)  -0.994
H (-1.3507, -3.1207, -1.4027)  0.473
H (-0.8792, -4.3139, -0.8064)  0.502
O (-1.0739, -3.9879, -1.7039)  -1.005
H (1.8001, -2.6239, 0.5751)  0.485
H (2.0197, -3.4922, -0.6186)  0.500
O (1.9134, -3.5711, 0.2912)  -0.939
H (-1.0774, 3.7011, -0.3014)  0.516
H (-2.1118, 2.5366, -0.0155)  0.510
O (-1.5306, 3.1821, 0.3837)  -1.004
H (0.5424, -4.1587, -2.5769)  0.493
H (1.1045, -3.0787, -3.3150)  0.454
O (1.3578, -3.7842, -2.7406)  -0.958
H (2.4869, -0.5556, 3.5921)  0.464
H (2.2252, 0.7863, 2.8592)  0.517
O (2.0629, -0.1999, 2.9099)  -0.998


Among the records above, which one has the lowest energy above the lowest of the compared OMol25 structures with the same formula, charge and spin? C25H47Br2NO3RhSi2


Among the records above, which one has the highest electronic energy? C7H38O14


energy above the lowest of the compared OMol25 structures with the same formula, charge and spin of number 1 (C25H47Br2NO3RhSi2)? 3.6 kcal/mol